[1]
{"formula": "C35H45AsN7O2S3Sn", "method": "wB97M-V/def2-TZVPD", "species": ["Sn", "C", "C", "C", "C", "C", "N", "C", "C", "C", "N", "C", "C", "C", "C", "C", "C", "C", "C", "N", "C", "C", "C", "N", "C", "C", "C", "C", "O", "C", "O", "H", "H", "H", "H", "H", "H", "H", "H", "H", "H", "H", "H", "H", "H", "H", "H", "H", "H", "H", "H", "H", "H", "H", "H", "H", "H", "H", "H", "C", "S", "C", "S", "N", "N", "C", "C", "C", "C", "C", "C", "N", "H", "H", "H", "H", "H", "H", "H", "H", "C", "As", "C", "C", "S", "H", "H", "H", "H", "H", "H", "H", "H", "H"], "coordinates": [[-0.307988, 0.003159, 0.717019], [4.474614, -5.268835, 0.883259], [3.334393, -4.354799, 0.495597], [2.327602, -4.871064, -0.253730], [1.095664, -4.233845, -0.660805], [0.051030, -4.725758, -1.366579], [-0.981900, -3.896968, -1.700041], [-2.328763, -4.255729, -2.076727], [-3.207696, -3.002026, -2.072438], [-3.335704, -2.316360, -0.698213], [-4.668389, -1.703681, -0.564024], [-5.105593, -0.470438, -0.650317], [-4.519048, 0.820979, -0.615671], [-5.347034, 1.846381, -1.152974], [-4.974180, 3.157573, -1.194010], [-5.843646, 4.236495, -1.779301], [-3.717636, 3.472354, -0.637267], [-2.864173, 2.550650, -0.083323], [-1.577544, 3.085145, 0.398042], [-0.506735, 2.440864, 0.622257], [0.697223, 3.177771, 1.031824], [1.479665, 2.523511, 2.193017], [2.720926, 1.706193, 1.808945], [2.377778, 0.433682, 1.201302], [3.167844, -0.560526, 1.296694], [2.901383, -1.848915, 0.636090], [3.502578, -2.986486, 1.025705], [1.927052, -1.939904, -0.471076], [1.430109, -0.729343, -0.984450], [-3.265797, 1.160500, 0.003675], [-2.607111, 0.299877, 0.650691], [4.387855, -6.241322, 0.402531], [4.487841, -5.427345, 1.964871], [5.440055, -4.838660, 0.609887], [2.440471, -5.906333, -0.562019], [-0.019922, -5.770907, -1.647205], [-0.744945, -2.911148, -1.718366], [-2.731428, -4.996020, -1.376244], [-2.369724, -4.700793, -3.077576], [-4.198284, -3.278160, -2.442674], [-2.791373, -2.282375, -2.782624], [-2.594615, -1.539121, -0.555744], [-3.229173, -3.045727, 0.107331], [-5.412016, -2.389000, -0.561291], [-6.184556, -0.443862, -0.785666], [-6.313716, 1.564186, -1.558234], [-6.772681, 3.822002, -2.167336], [-5.339453, 4.750205, -2.599173], [-6.099547, 4.988106, -1.031050], [-3.403911, 4.513102, -0.644984], [-1.572356, 4.175444, 0.522836], [0.411952, 4.196239, 1.312960], [1.347598, 3.250373, 0.155155], [0.798823, 1.908401, 2.788820], [1.815658, 3.323641, 2.854299], [3.371760, 1.583885, 2.682856], [3.288695, 2.278348, 1.067092], [4.090263, -0.490583, 1.887209], [4.251775, -2.903536, 1.809721], [4.209249, -1.904717, -3.673606], [3.795313, -0.917358, -2.223445], [2.174913, -1.683338, -1.926475], [-0.728455, -0.196497, -1.988052], [0.902137, -2.908362, -0.212277], [0.114853, -2.636987, 0.838870], [-0.655510, -3.503973, 1.370823], [-1.617184, -3.078250, 2.397100], [-2.425216, -4.027460, 3.017105], [-3.355944, -3.606052, 3.951338], [-3.460807, -2.252782, 4.228533], [-2.619847, -1.380165, 3.551379], [-1.717753, -1.771764, 2.660263], [5.154998, -1.536435, -4.068762], [4.321484, -2.952116, -3.401803], [3.427669, -1.810877, -4.426185], [-0.635931, -4.551131, 1.075203], [-2.310428, -5.076342, 2.775804], [-3.988818, -4.324425, 4.456251], [-4.174554, -1.877164, 4.947782], [-2.677295, -0.312459, 3.731781], [0.845344, 2.050050, -3.967201], [-0.655686, 1.064987, -4.625127], [-0.003800, -0.625339, -5.238257], [-1.366860, 2.006012, -6.140387], [-2.191187, 0.894815, -3.117639], [1.563786, 2.145030, -4.781297], [1.280744, 1.483131, -3.146271], [0.517048, 3.032032, -3.632545], [0.787317, -0.421309, -5.959840], [-0.819032, -1.168716, -5.712746], [0.390873, -1.187192, -4.388884], [-0.583621, 2.117153, -6.888838], [-1.720767, 2.985716, -5.825741], [-2.194097, 1.433399, -6.555218]], "forces_ev_per_a": [[0.08, 0.00, 0.07], [-0.01, 0.00, 0.01], [0.07, 0.09, -0.01], [-0.06, 0.02, -0.04], [0.12, 0.05, 0.14], [-0.07, -0.12, -0.04], [-0.03, 0.05, -0.03], [0.09, 0.04, 0.02], [0.03, -0.01, 0.00], [-0.02, 0.02, 0.03], [0.02, 0.02, -0.04], [0.03, 0.03, 0.06], [-0.04, -0.05, -0.05], [-0.02, -0.03, 0.02], [0.07, 0.04, 0.02], [0.00, -0.02, 0.01], [-0.10, 0.10, -0.06], [0.15, -0.08, 0.07], [-0.12, -0.07, -0.02], [0.10, 0.02, 0.00], [-0.02, -0.05, 0.01], [-0.01, -0.01, -0.01], [-0.02, 0.00, -0.07], [0.00, 0.05, 0.08], [-0.04, -0.02, -0.11], [0.04, 0.01, 0.01], [0.01, -0.10, 0.04], [0.09, 0.31, -0.28], [-0.27, 0.07, 0.15], [0.09, 0.07, -0.08], [-0.08, 0.00, 0.12], [0.00, -0.01, 0.00], [0.02, 0.00, 0.00], [-0.01, 0.01, -0.02], [-0.01, 0.00, -0.01], [0.02, 0.00, -0.02], [-0.01, 0.01, 0.01], [-0.02, 0.01, 0.01], [-0.01, -0.02, -0.01], [0.00, -0.05, 0.02], [-0.05, 0.04, -0.01], [0.02, -0.04, -0.03], [-0.05, 0.02, 0.02], [0.02, 0.01, -0.07], [0.01, -0.01, 0.01], [0.00, -0.02, 0.00], [-0.01, 0.00, 0.00], [0.01, 0.00, 0.00], [0.00, 0.00, 0.01], [0.00, 0.00, -0.01], [-0.01, -0.01, 0.00], [0.00, 0.01, -0.02], [-0.01, -0.04, -0.01], [0.02, 0.01, 0.04], [0.00, 0.02, -0.01], [-0.03, -0.04, 0.03], [0.03, 0.02, 0.03], [0.02, -0.05, 0.00], [-0.02, -0.04, 0.02], [0.04, 0.05, -0.02], [-0.15, -0.14, 0.02], [0.24, -0.19, 0.10], [-0.19, 0.21, -0.03], [-0.06, -0.08, 0.17], [0.10, 0.10, -0.18], [-0.05, -0.07, 0.01], [0.07, -0.07, -0.07], [-0.01, -0.01, 0.07], [-0.02, -0.02, 0.01], [0.01, 0.01, -0.02], [0.00, 0.00, 0.02], [-0.06, 0.00, 0.04], [0.00, 0.00, -0.03], [0.01, 0.01, -0.02], [0.00, 0.00, -0.01], [-0.04, 0.01, 0.00], [0.00, 0.00, -0.01], [0.00, 0.01, 0.00], [0.00, 0.01, 0.01], [-0.01, 0.02, -0.01], [0.05, 0.02, 0.01], [0.09, 0.07, 0.01], [-0.07, -0.12, 0.03], [-0.04, 0.01, -0.05], [0.00, -0.21, 0.03], [0.01, 0.03, 0.02], [0.03, 0.00, -0.01], [-0.01, -0.01, -0.01], [0.00, -0.03, -0.02], [0.02, 0.00, -0.02], [0.05, 0.08, 0.00], [-0.01, 0.01, -0.01], [0.01, 0.00, 0.00], [0.00, 0.02, -0.02]], "total_charge": 1}


[2]
{"formula": "C26H36N4OReS", "method": "wB97M-V/def2-TZVPD", "species": ["Re", "O", "C", "C", "C", "C", "C", "C", "C", "C", "N", "H", "H", "H", "H", "H", "H", "H", "H", "H", "H", "H", "N", "C", "C", "C", "N", "H", "H", "H", "H", "H", "H", "H", "H", "H", "H", "S", "C", "C", "C", "C", "C", "C", "C", "C", "C", "N", "H", "H", "H", "H", "H", "H", "C", "C", "C", "C", "C", "C", "H", "H", "H", "H", "H", "H", "H", "H", "H"], "coordinates": [[0.394326, 0.330201, -0.218865], [-0.237234, 0.018911, 2.184973], [0.408571, -0.760221, 3.198516], [0.053501, -2.246895, 3.163678], [0.114314, -2.827653, 1.746933], [1.480426, -2.860074, 1.128997], [2.421154, -3.809571, 1.522167], [3.635397, -3.878720, 0.864595], [3.869499, -3.008722, -0.192545], [2.892866, -2.081847, -0.503113], [1.741311, -1.983571, 0.159355], [-1.195737, -0.071357, 2.304370], [0.146332, -0.336557, 4.174907], [1.484889, -0.636100, 3.051449], [-0.956336, -2.395831, 3.547248], [0.739961, -2.774076, 3.826413], [-0.528682, -2.232380, 1.096667], [-0.271497, -3.847015, 1.777002], [2.185743, -4.496984, 2.318857], [4.378971, -4.603378, 1.154376], [4.782641, -3.050167, -0.761679], [3.020990, -1.403454, -1.339245], [0.307033, 2.745321, 0.684378], [1.422577, 3.664760, 0.925866], [2.479136, 3.004512, 1.805182], [3.310796, 1.973361, 1.047248], [2.568617, 0.733287, 0.744565], [-0.368278, 3.179264, 0.057750], [-0.171963, 2.586488, 1.570043], [1.070284, 4.580802, 1.416268], [1.855124, 3.951177, -0.036303], [1.990637, 2.542297, 2.667952], [3.156537, 3.772202, 2.176826], [4.200646, 1.730605, 1.640923], [3.662166, 2.408007, 0.106938], [2.451938, 0.238217, 1.630150], [3.189202, 0.142975, 0.190809], [-1.039078, -2.313020, -3.734153], [-1.923592, -2.795681, -2.355831], [-1.602351, -2.091220, -1.228770], [-0.596977, -1.127526, -1.446125], [-0.213671, -1.124382, -2.785858], [0.734229, -0.156231, -3.219149], [1.243668, -0.030584, -4.516734], [2.229693, 0.895482, -4.771196], [2.659610, 1.722827, -3.732638], [2.085294, 1.589693, -2.488219], [1.156273, 0.664600, -2.214844], [-2.651979, -3.578951, -2.434903], [-2.102122, -2.259795, -0.292113], [0.862474, -0.672102, -5.295250], [2.662374, 0.986784, -5.755099], [3.419832, 2.467349, -3.897195], [2.372492, 2.244339, -1.677018], [-4.821211, 0.136107, 0.558119], [-4.165447, 1.369035, -0.091106], [-4.762302, 1.589381, -1.489203], [-4.384070, 2.605299, 0.788065], [-2.751247, 1.093672, -0.227988], [-1.566818, 0.818962, -0.327671], [-5.888479, 0.314419, 0.658450], [-4.407460, -0.045287, 1.547843], [-4.670748, -0.747467, -0.057448], [-5.832917, 1.746028, -1.395292], [-4.587552, 0.723685, -2.122512], [-4.320115, 2.460842, -1.963868], [-5.449003, 2.761128, 0.930564], [-3.965237, 3.491722, 0.319722], [-3.923359, 2.473566, 1.764178]], "forces_ev_per_a": [[0.02, -0.76, 0.20], [-0.06, 0.19, -0.85], [0.28, -0.49, 0.60], [0.03, 0.31, -0.38], [-0.08, 0.14, 0.18], [-0.35, -0.16, 0.35], [0.11, 0.11, -0.27], [-0.13, 0.12, 0.03], [-0.20, 0.11, 0.00], [0.48, -0.18, -0.34], [-0.58, 1.39, -0.18], [0.10, 0.16, -0.32], [0.16, -0.02, -0.16], [-0.10, 0.06, 0.04], [-0.02, 0.00, 0.10], [-0.03, 0.00, 0.12], [0.03, -0.22, 0.05], [-0.06, 0.01, -0.07], [-0.07, -0.08, 0.09], [0.08, -0.11, 0.03], [0.10, 0.01, -0.10], [0.07, 0.06, -0.04], [-0.51, -1.06, -0.67], [0.47, 0.09, 0.22], [-0.03, -0.06, -0.54], [0.08, 0.71, 0.22], [-0.75, -0.65, -0.25], [-0.06, -0.13, 0.15], [-0.13, -0.09, -0.20], [-0.06, -0.15, -0.15], [-0.03, 0.03, 0.07], [0.09, 0.02, 0.12], [0.00, -0.02, 0.08], [-0.14, -0.10, -0.17], [-0.02, -0.07, 0.09], [0.11, -0.05, -0.18], [-0.10, -0.04, 0.14], [0.21, 0.40, 0.42], [0.17, 0.17, 0.21], [-0.23, -0.32, -0.14], [0.60, 0.67, -0.37], [-0.54, -0.33, 0.78], [0.45, 0.27, -0.18], [-0.05, 0.04, 0.33], [-0.07, 0.08, 0.27], [-0.04, -0.04, 0.05], [0.31, 0.28, -0.26], [-0.31, -0.21, 0.70], [-0.15, -0.19, -0.06], [-0.13, -0.03, 0.14], [-0.01, -0.10, -0.06], [0.00, 0.02, -0.11], [0.07, 0.11, 0.02], [-0.05, -0.02, 0.03], [0.09, 0.13, -0.08], [-0.51, -0.01, 0.01], [0.09, -0.01, 0.09], [0.04, -0.10, -0.08], [0.64, -0.03, 0.05], [1.07, 0.06, 0.18], [-0.11, -0.01, 0.03], [0.01, -0.04, 0.12], [-0.01, -0.09, -0.04], [-0.13, 0.04, -0.03], [-0.02, -0.09, -0.07], [0.01, 0.10, -0.07], [-0.14, 0.06, 0.02], [0.04, 0.12, -0.04], [0.03, 0.00, 0.13]], "s_squared": 0.76, "total_charge": 2, "multiplicity": 2}


Number 1: M 885.63 g/mol, E -150716.47393 eV. Number 2: M 638.88 g/mol, E -48503.87823 eV.